Formula: C19H16BCoF4N2O4Se
Source: the Open Molecules 2025 dataset
Level of theory: ωB97M-V with the def2-TZVPD basis set

Last column: natural (NBO) charge in e.
Element x y z (Å)
Co  2.03  -0.17  0.91  1.565
C  -1.94  1.15  -3.00  -0.644
C  -1.23  1.64  -1.76  0.047
C  -1.92  1.96  -0.62  -0.246
C  -1.29  2.45  0.50  -0.230
C  0.08  2.48  0.59  -0.207
C  0.78  2.20  -0.57  -0.228
C  0.11  1.72  -1.68  -0.246
H  -3.00  1.07  -2.81  0.203
H  -1.65  0.13  -3.31  0.215
H  -1.87  1.80  -3.86  0.217
H  -2.99  1.87  -0.52  0.198
H  -1.80  2.62  1.39  0.200
H  0.61  2.70  1.48  0.235
H  1.86  2.23  -0.56  0.249
H  0.72  1.54  -2.56  0.242
C  -1.31  0.37  3.58  -0.249
C  -0.05  0.39  3.01  0.061
N  0.18  -0.22  1.82  -0.521
C  -0.84  -0.83  1.17  0.177
C  -2.19  -0.80  1.61  -0.102
C  -2.36  -0.18  2.86  -0.126
C  -3.16  -1.51  0.91  -0.178
C  -2.87  -2.13  -0.27  -0.184
C  -1.53  -2.10  -0.78  -0.116
C  -1.09  -2.72  -1.98  -0.119
C  0.21  -2.77  -2.31  -0.258
C  1.10  -2.08  -1.49  0.114
N  0.75  -1.51  -0.38  -0.509
C  -0.54  -1.52  -0.03  0.220
H  -1.52  0.81  4.56  0.231
H  0.93  0.70  3.49  0.304
H  -3.36  0.03  3.18  0.208
H  -4.13  -1.70  1.43  0.216
H  -3.57  -2.78  -0.81  0.216
H  -1.80  -3.24  -2.66  0.209
H  0.41  -3.36  -3.16  0.228
H  2.15  -2.06  -1.81  0.255
O  5.16  0.24  3.48  -1.026
Se  3.60  0.38  3.10  2.708
O  2.71  1.01  4.20  -1.097
O  3.30  1.41  1.70  -1.149
O  2.89  -1.12  2.54  -1.150
F  3.28  0.06  -0.74  -0.607
B  3.67  0.00  -2.17  1.386
F  2.56  0.36  -2.97  -0.567
F  4.05  -1.36  -2.49  -0.582
F  4.87  0.82  -2.23  -0.564

Net charge: -1
Gap between HOMO and LUMO (alpha / beta) (eV): 7.567 / 7.508
HOMO energy (alpha / beta) (hartree): -0.225 / -0.224
LUMO energy (alpha / beta) (eV): 1.4308 / 1.4192
Spin multiplicity: 4

Formula: C19H16Cl16N2OS
Source: the Open Molecules 2025 dataset
Level of theory: ωB97M-V with the def2-TZVPD basis set

Last column: natural (NBO) charge in e.
Element x y z (Å)
N  4.37  1.35  1.79  -0.842
C  4.71  0.99  0.40  -0.261
C  4.83  2.22  -0.52  0.110
O  5.41  3.34  0.12  -0.720
C  3.53  2.58  -1.23  -0.448
C  2.46  3.15  -0.34  -0.051
C  2.67  4.39  0.24  -0.187
C  1.71  4.96  1.06  -0.206
C  0.52  4.28  1.29  -0.212
C  0.26  3.04  0.72  0.088
C  1.25  2.48  -0.09  -0.112
S  1.02  0.90  -0.88  0.271
C  -0.47  0.31  -0.14  -0.222
C  -0.85  -1.00  -0.42  -0.208
C  -2.03  -1.53  0.07  -0.219
C  -2.84  -0.72  0.86  -0.249
C  -2.44  0.57  1.16  -0.231
C  -1.27  1.13  0.66  0.207
N  -1.02  2.47  1.00  -0.624
H  4.97  0.79  2.40  0.356
H  3.44  1.02  2.01  0.367
H  5.65  0.44  0.33  0.188
H  3.95  0.33  -0.02  0.195
H  5.54  1.93  -1.31  0.156
H  5.94  3.03  0.86  0.478
H  3.21  1.67  -1.74  0.221
H  3.74  3.29  -2.04  0.229
H  3.59  4.93  0.04  0.233
H  1.83  5.94  1.52  0.216
H  -0.23  4.73  1.92  0.212
H  -0.20  -1.58  -1.06  0.223
H  -2.29  -2.55  -0.18  0.225
H  -3.77  -1.15  1.22  0.232
H  -3.09  1.17  1.79  0.226
H  -1.75  3.08  0.66  0.392
Cl  -3.28  2.94  -2.79  0.043
C  -4.25  1.46  -2.80  -0.224
Cl  -3.98  0.59  -4.31  0.048
Cl  -3.77  0.45  -1.42  0.065
Cl  -5.96  1.88  -2.65  0.047
Cl  -1.67  -5.13  -2.99  0.042
C  -1.36  -3.67  -3.93  -0.223
Cl  -2.49  -2.40  -3.46  0.066
Cl  0.30  -3.13  -3.63  0.052
Cl  -1.55  -4.03  -5.65  0.060
Cl  -4.90  -1.19  5.62  0.048
C  -3.15  -1.12  5.35  -0.225
Cl  -2.84  -0.99  3.61  0.065
Cl  -2.48  0.29  6.17  0.051
Cl  -2.40  -2.59  5.98  0.049
Cl  -3.54  -9.82  -0.63  0.059
C  -1.92  -9.25  -1.01  -0.222
Cl  -0.89  -9.40  0.42  0.059
Cl  -1.24  -10.22  -2.33  0.060
Cl  -1.99  -7.55  -1.51  0.047

Gap between HOMO and LUMO (eV): 7.516
HOMO energy (hartree): -0.276
LUMO energy (eV): -0.0069

Formula: C19H16Cl4IrN4O7P
Source: the Open Molecules 2025 dataset
Level of theory: ωB97M-V with the def2-TZVPD basis set

Last column: natural (NBO) charge in e.
Element x y z (Å)
Ir  -0.43  -0.52  0.32  1.157
O  -0.63  0.97  -5.61  -0.638
C  -0.63  0.60  -4.32  0.365
C  -1.40  1.23  -3.35  -0.297
C  -1.31  0.79  -2.05  0.143
N  -0.50  -0.22  -1.70  -0.458
C  0.15  -0.90  -2.64  0.139
C  0.15  -0.50  -3.96  -0.270
C  0.78  -2.22  -2.20  0.741
O  1.66  -2.72  -2.89  -0.662
O  0.30  -2.68  -1.10  -0.794
C  -2.23  1.29  -0.95  0.747
O  -3.00  2.20  -1.16  -0.602
O  -2.14  0.58  0.14  -0.712
H  -1.22  1.72  -5.74  0.489
H  -2.08  2.05  -3.57  0.253
H  0.70  -1.07  -4.69  0.262
Cl  -0.74  1.84  6.66  0.037
C  -0.51  1.70  4.96  -0.100
C  -0.13  2.80  4.20  -0.099
Cl  0.06  4.34  4.94  0.040
C  0.11  2.66  2.83  -0.133
Cl  0.65  3.98  1.86  0.042
C  -0.06  1.43  2.22  0.281
O  0.28  1.20  0.94  -0.622
C  -0.53  0.33  2.97  0.219
O  -0.71  -0.82  2.32  -0.729
C  -0.69  0.46  4.34  -0.121
Cl  -1.09  -0.97  5.23  0.014
C  4.37  -2.33  1.94  -0.048
N  3.26  -2.02  2.95  -0.387
C  2.59  -3.36  3.32  -0.048
N  2.11  -4.02  2.17  -0.436
C  3.18  -4.25  1.21  -0.075
N  3.85  -3.01  0.81  -0.435
C  3.00  -2.15  -0.04  -0.562
P  1.45  -1.70  0.85  1.114
C  2.27  -1.05  2.39  -0.575
C  0.96  -3.33  1.56  -0.571
H  5.10  -2.95  2.47  0.213
H  4.82  -1.38  1.66  0.220
H  3.68  -1.62  3.79  0.426
H  1.78  -3.11  4.02  0.234
H  3.36  -3.94  3.82  0.210
H  2.76  -4.72  0.32  0.237
H  3.92  -4.91  1.65  0.204
H  2.77  -2.65  -0.98  0.295
H  3.56  -1.24  -0.28  0.230
H  1.52  -0.85  3.15  0.274
H  2.80  -0.12  2.17  0.246
H  0.54  -3.94  0.77  0.279
H  0.20  -3.14  2.31  0.261

Gap between HOMO and LUMO (eV): 6.793
HOMO energy (hartree): -0.278
LUMO energy (eV): -0.7644

Formula: C19H16CuF3NO13
Source: the Open Molecules 2025 dataset
Level of theory: ωB97M-V with the def2-TZVPD basis set

Last column: natural (NBO) charge in e.
Element x y z (Å)
Cu  -0.71  0.32  -0.36  0.881
C  1.76  3.85  0.52  -0.506
C  1.45  5.20  1.06  0.431
C  0.01  5.63  1.20  0.424
O  -0.29  6.71  1.69  -0.628
C  -0.99  4.68  0.72  -0.496
C  -0.68  3.45  0.22  0.369
C  0.75  3.04  0.05  0.358
O  1.14  1.90  -0.44  -0.826
O  -1.71  2.65  0.06  -0.807
O  2.32  6.06  1.27  -0.623
H  2.78  3.49  0.54  0.198
H  -2.02  5.02  0.80  0.195
C  1.42  -0.82  5.15  -0.125
C  0.00  -1.35  5.22  0.435
O  -0.34  -1.23  3.88  -0.501
C  0.59  -0.54  3.17  0.968
O  0.57  -0.27  1.99  -0.536
O  1.53  -0.11  4.02  -0.450
F  -0.69  -0.41  5.83  -0.331
H  2.17  -1.61  5.08  0.171
H  1.75  -0.36  6.08  0.213
H  -0.20  -2.30  5.71  0.167
C  2.27  -4.58  -0.93  -0.126
C  1.62  -4.20  0.40  0.447
O  1.15  -2.94  0.23  -0.461
C  1.18  -2.61  -1.05  0.974
O  0.75  -1.55  -1.43  -0.548
O  1.71  -3.61  -1.77  -0.479
F  2.46  -4.20  1.48  -0.339
H  2.00  -5.56  -1.31  0.198
H  3.36  -4.57  -0.88  0.206
H  0.80  -4.87  0.68  0.141
C  0.15  0.29  -5.65  -0.137
C  0.29  1.80  -5.86  0.445
O  -0.58  2.23  -4.83  -0.484
C  -0.67  1.30  -3.85  0.963
O  -1.24  1.44  -2.75  -0.551
O  -0.06  0.18  -4.21  -0.467
F  -0.24  2.20  -7.03  -0.338
H  1.13  -0.13  -5.86  0.202
H  -0.67  -0.16  -6.21  0.206
H  1.27  2.29  -5.85  0.171
N  -2.52  -2.51  -0.28  -0.517
C  -3.16  -1.40  -0.78  -0.113
C  -3.31  -0.55  0.35  -0.284
C  -2.57  -1.03  1.41  -0.321
C  -2.05  -2.24  0.98  -0.083
H  -2.43  -3.36  -0.82  0.402
H  -3.53  -1.45  -1.80  0.217
H  -3.90  0.36  0.40  0.251
H  -2.34  -0.52  2.33  0.251
H  -1.49  -3.07  1.41  0.196

Net charge: -1
Gap between HOMO and LUMO (eV): 3.952
HOMO energy (hartree): -0.089
LUMO energy (eV): 1.5359

Formula: C19H16IN2O5Pd
Source: the Open Molecules 2025 dataset
Level of theory: ωB97M-V with the def2-TZVPD basis set

Last column: natural (NBO) charge in e.
Element x y z (Å)
Pd  0.64  -0.16  -0.32  0.880
O  0.97  -2.31  3.63  -0.652
C  0.87  -1.55  2.54  0.776
O  1.24  -1.91  1.45  -0.587
C  0.25  -0.22  2.83  0.076
C  -0.11  0.15  4.11  -0.168
C  -0.67  1.41  4.30  -0.144
C  -0.83  2.24  3.20  -0.187
C  -0.44  1.79  1.95  0.083
N  0.08  0.58  1.78  -0.405
C  -0.53  2.62  0.69  0.774
O  -1.08  3.83  0.77  -0.624
O  -0.11  2.24  -0.37  -0.552
H  1.38  -3.16  3.39  0.518
H  0.04  -0.53  4.94  0.259
H  -0.97  1.74  5.28  0.247
H  -1.25  3.22  3.36  0.222
H  -1.42  4.04  1.65  0.492
C  -2.29  -0.21  -4.68  -0.203
C  -1.11  0.40  -4.21  -0.195
C  -0.74  0.25  -2.90  -0.199
C  -1.52  -0.54  -2.02  -0.174
C  -1.14  -0.76  -0.67  0.027
C  -1.92  -1.48  0.19  -0.303
C  -3.13  -2.05  -0.29  -0.203
C  -3.50  -1.90  -1.59  -0.206
C  -2.71  -1.14  -2.49  0.038
C  -3.07  -0.95  -3.85  -0.189
H  -2.58  -0.08  -5.72  0.225
H  -0.52  1.01  -4.87  0.224
H  0.15  0.78  -2.54  0.205
H  -1.63  -1.65  1.22  0.203
H  -3.74  -2.63  0.39  0.223
H  -4.42  -2.35  -1.96  0.222
H  -3.99  -1.41  -4.20  0.218
N  3.93  -1.20  -0.78  -0.777
C  3.80  0.07  -0.36  0.673
O  2.71  0.57  -0.09  -0.693
C  5.06  0.87  -0.22  -0.624
I  5.52  1.77  -2.10  0.164
H  3.12  -1.77  -0.92  0.415
H  4.83  -1.56  -1.06  0.415
H  5.91  0.27  0.07  0.243
H  4.89  1.68  0.49  0.261

Net charge: +1
Gap between HOMO and LUMO (eV): 6.717
HOMO energy (hartree): -0.385
LUMO energy (eV): -3.7491

Formula: C19H16N2O
Source: the Open Molecules 2025 dataset
Level of theory: ωB97M-V with the def2-TZVPD basis set

Last column: natural (NBO) charge in e.
Element x y z (Å)
O  -0.60  2.04  -1.72  -0.582
C  -0.89  1.09  -0.96  0.645
C  -2.22  0.49  -1.19  -0.174
C  -3.09  0.06  -0.14  -0.113
C  -4.33  -0.53  -0.37  -0.247
C  -4.75  -0.74  -1.69  -0.190
C  -3.93  -0.30  -2.73  -0.225
C  -2.67  0.27  -2.49  -0.153
N  -0.10  0.86  0.18  -0.316
N  1.05  1.67  0.50  -0.458
C  2.37  1.37  0.08  0.257
C  2.71  0.15  -0.53  -0.296
C  4.01  -0.10  -0.96  -0.184
C  4.99  0.87  -0.73  -0.247
C  4.70  2.08  -0.11  -0.193
C  3.39  2.33  0.29  -0.283
C  -0.22  -0.27  0.98  0.218
C  -0.16  -0.16  2.36  -0.242
C  -0.16  -1.27  3.18  -0.202
C  -0.28  -2.55  2.70  -0.225
C  -0.33  -2.69  1.33  -0.188
C  -0.31  -1.57  0.49  -0.264
H  -2.81  0.23  0.92  0.209
H  -4.93  -0.88  0.45  0.219
H  -5.73  -1.21  -1.95  0.220
H  -4.27  -0.46  -3.76  0.219
H  -2.00  0.60  -3.29  0.237
H  0.92  2.65  0.77  0.395
H  1.94  -0.62  -0.69  0.218
H  4.25  -1.02  -1.46  0.216
H  6.02  0.73  -1.06  0.210
H  5.50  2.80  -0.01  0.218
H  3.08  3.31  0.71  0.207
H  -0.09  0.83  2.85  0.224
H  -0.03  -1.16  4.27  0.214
H  -0.23  -3.42  3.38  0.220
H  -0.45  -3.71  0.96  0.216
H  -0.37  -1.76  -0.57  0.221

Gap between HOMO and LUMO (eV): 8.510
HOMO energy (hartree): -0.297
LUMO energy (eV): 0.4266

Formula: C19H16N2O
Source: the Open Molecules 2025 dataset
Level of theory: ωB97M-V with the def2-TZVPD basis set

Last column: natural (NBO) charge in e.
Element x y z (Å)
N  2.56  -0.98  -0.57  -0.635
C  2.72  0.28  -0.01  0.567
O  1.79  0.81  0.64  -0.769
C  4.02  0.93  -0.21  -0.343
C  4.98  0.35  -1.00  -0.177
C  4.73  -0.91  -1.59  -0.376
C  3.51  -1.52  -1.31  0.053
H  4.13  1.90  0.28  0.209
H  5.93  0.86  -1.18  0.203
H  5.44  -1.41  -2.24  0.205
H  3.31  -2.52  -1.72  0.162
C  0.40  -2.59  0.27  -0.790
C  -0.08  -1.52  1.13  0.399
N  -0.88  -0.54  0.74  -0.301
C  -1.60  0.30  1.62  0.222
C  -1.71  0.20  2.99  -0.229
C  -2.61  1.07  3.63  -0.196
C  -3.38  1.99  2.89  -0.197
C  -3.29  2.04  1.49  -0.172
C  -2.38  1.19  0.86  -0.090
C  -2.13  0.92  -0.52  0.024
C  -1.21  -0.15  -0.59  0.117
C  -0.78  -0.63  -1.81  -0.181
C  -1.35  -0.08  -2.97  -0.198
C  -2.30  0.96  -2.90  -0.191
C  -2.70  1.47  -1.67  -0.197
H  0.96  -3.30  0.90  0.245
H  -0.36  -3.14  -0.30  0.255
H  1.15  -2.15  -0.41  0.357
H  0.22  -1.48  2.18  0.221
H  -1.11  -0.54  3.51  0.219
H  -2.73  1.04  4.72  0.226
H  -4.06  2.67  3.40  0.224
H  -3.90  2.70  0.87  0.222
H  -0.01  -1.39  -1.84  0.243
H  -1.06  -0.48  -3.94  0.227
H  -2.73  1.36  -3.82  0.223
H  -3.45  2.26  -1.55  0.219

Gap between HOMO and LUMO (eV): 4.963
HOMO energy (hartree): -0.234
LUMO energy (eV): -1.3967

Formula: C19H16N4O2S
Source: the Open Molecules 2025 dataset
Level of theory: ωB97M-V with the def2-TZVPD basis set

Last column: natural (NBO) charge in e.
Element x y z (Å)
C  0.03  2.96  1.33  -0.679
C  0.38  1.72  0.60  0.234
C  -0.37  0.88  -0.17  -0.048
N  -1.67  0.86  -0.66  -0.586
C  -2.78  1.52  -0.25  0.669
O  -2.83  2.36  0.62  -0.599
C  -3.99  1.10  -1.06  -0.239
C  -4.49  2.10  -1.91  0.277
N  -4.88  2.91  -2.62  -0.296
C  -4.58  -0.11  -0.99  -0.101
C  -4.20  -1.19  -0.13  -0.276
C  -3.41  -1.21  1.00  -0.197
C  -3.30  -2.48  1.57  -0.254
C  -4.00  -3.43  0.90  -0.390
S  -4.83  -2.78  -0.45  0.471
C  0.48  -0.21  -0.62  0.603
O  0.19  -1.15  -1.34  -0.646
N  1.72  0.05  -0.05  -0.278
C  2.93  -0.52  -0.48  0.209
C  4.03  0.28  -0.76  -0.268
C  5.21  -0.31  -1.18  -0.199
C  5.29  -1.68  -1.34  -0.218
C  4.18  -2.47  -1.09  -0.194
C  3.00  -1.90  -0.65  -0.230
N  1.68  1.26  0.62  -0.209
C  2.52  1.43  1.79  -0.423
H  0.25  2.86  2.39  0.222
H  -1.04  3.16  1.21  0.286
H  0.59  3.80  0.94  0.228
H  -1.78  0.12  -1.35  0.436
H  -5.42  -0.31  -1.64  0.232
H  -2.95  -0.33  1.41  0.233
H  -2.72  -2.69  2.46  0.230
H  -4.09  -4.47  1.11  0.241
H  3.96  1.35  -0.67  0.223
H  6.07  0.31  -1.40  0.217
H  6.21  -2.14  -1.68  0.216
H  4.24  -3.54  -1.22  0.218
H  2.13  -2.51  -0.46  0.242
H  3.45  0.88  1.63  0.233
H  2.04  1.05  2.69  0.194
H  2.75  2.48  1.91  0.219

Gap between HOMO and LUMO (eV): 7.697
HOMO energy (hartree): -0.300
LUMO energy (eV): -0.4741

Number 1: F_max 5.39 eV/Å, E -5352.89697 a.u.. Number 2: F_max 1.01 eV/Å, E -8679.55789 a.u.. Number 3: F_max 0.68 eV/Å, E -3765.83471 a.u.. Number 4: F_max 5.44 eV/Å, E -3706.52704 a.u.. Number 5: F_max 0.30 eV/Å, E -1644.74799 a.u.. Number 6: F_max 4.12 eV/Å, E -918.33674 a.u.. Number 7: F_max 1.77 eV/Å, E -918.31020 a.u.. Number 8: F_max 1.04 eV/Å, E -1501.29496 a.u..